1.
The following is a quantum chemistry calculation of a gas-phase ion, C23H29N2O4 (charge +1), from the Open Molecules 2025 dataset.

The geometry in XYZ format:
```
58
Properties=species:S:1:pos:R:3:mulliken_charge:R:1
C -9.4803 -1.1005 0.0393 -1.232
C -8.5242 -0.0204 -0.4272 -0.204
O -7.1861 -0.4498 -0.1500 -0.256
C -6.2129 0.3838 -0.5076 0.579
O -6.3957 1.4513 -1.0387 -0.610
C -4.8589 -0.1466 -0.1798 0.061
C -4.6746 -1.3768 0.4446 -0.756
C -3.3986 -1.8194 0.7267 -0.832
C -2.2932 -1.0409 0.3884 1.205
N -1.0209 -1.5579 0.7101 -0.082
C 0.1864 -1.0356 0.4782 0.821
O 0.4192 0.0294 -0.0828 -0.863
C 1.3611 -1.8876 0.9848 -1.097
O 2.5175 -1.1250 0.7319 -0.328
C 3.6009 -1.7096 0.1097 0.611
C 4.1335 -2.9126 0.5538 -0.509
C 5.2763 -3.4252 -0.0317 -0.617
C 5.9005 -2.7285 -1.0516 -0.760
C 5.3657 -1.5334 -1.4969 -1.006
C 4.2045 -1.0104 -0.9397 1.125
C 3.6019 0.2248 -1.5702 -1.172
N 2.8427 1.1023 -0.6542 0.348
C 3.6177 1.6721 0.4823 -0.202
C 4.4562 2.8583 0.0183 -0.696
C 3.4546 4.0173 -0.0997 -0.765
C 2.2841 3.6620 0.8391 -0.668
C 2.6473 2.3107 1.4704 -0.780
C -2.4732 0.1888 -0.2354 -0.263
C -3.7525 0.6271 -0.5145 -1.045
H -9.2786 -2.0326 -0.4817 0.313
H -9.3697 -1.2662 1.1075 0.314
H -10.5011 -0.7940 -0.1671 0.402
H -8.7026 0.9267 0.0935 0.314
H -8.6174 0.1616 -1.5034 0.315
H -5.5310 -1.9773 0.7049 0.497
H -3.2550 -2.7742 1.2124 0.324
H -1.0548 -2.4533 1.1823 0.213
H 1.3848 -2.8482 0.4581 0.520
H 1.2541 -2.0688 2.0618 0.367
H 3.6553 -3.4370 1.3671 0.509
H 5.6823 -4.3608 0.3181 0.421
H 6.7997 -3.1155 -1.5027 0.409
H 5.8469 -1.0026 -2.3043 0.422
H 2.9126 -0.0951 -2.3600 0.424
H 4.4033 0.8002 -2.0405 0.418
H 2.4588 1.8896 -1.1835 0.610
H 2.0026 0.5606 -0.2772 -0.053
H 4.2052 0.8645 0.9195 0.615
H 4.9927 2.6733 -0.9106 0.294
H 5.1973 3.0777 0.7854 0.411
H 3.9206 4.9583 0.1818 0.398
H 3.1089 4.1336 -1.1281 0.330
H 2.1435 4.4217 1.6037 0.426
H 1.3477 3.5886 0.2859 0.233
H 1.7743 1.6881 1.6559 0.250
H 3.1610 2.4606 2.4186 0.404
H -1.6233 0.7947 -0.4981 0.446
H -3.9169 1.5782 -0.9969 0.446
```

Properties
SMILES string   CCOC(=O)c1ccc(NC(=O)COc2ccccc2C[NH2+]C2CCCC2)cc1
LUMO level   -2.1812 eV
Total charge   +1
ΔE to the lowest compared entry with this formula, charge and spin   0.129 eV
Orbital gap   0.3411 Eh

=====

2.
The following is a quantum chemistry calculation of a molecular structure, C23H29N3O3S2 in a non-equilibrium geometry, from the Open Molecules 2025 dataset.

The geometry in XYZ format:
```
60
Properties=species:S:1:pos:R:3:mulliken_charge:R:1
C -4.7980 -2.9538 0.4293 -0.719
C -4.3991 -3.0314 -0.8917 -0.728
C -3.0870 -2.5364 -1.3016 -0.959
N -2.3517 -1.6100 -0.3378 0.392
C -2.7981 -0.3275 -0.1889 0.197
N -2.3147 0.4594 1.0026 -0.593
C -1.2359 0.0951 1.7390 0.162
C -0.5652 -1.3754 1.2723 0.029
C 0.6132 -1.5623 2.1176 0.343
C 0.6736 -0.4609 3.0294 1.135
S -0.4545 0.6015 3.0771 -0.451
C 1.9414 -0.4659 4.0466 -1.658
H 1.7335 0.6952 4.3782 0.304
H 2.7557 -0.4837 3.6426 0.590
H 1.7910 -1.1979 4.6940 0.429
C 1.5119 -2.5512 2.1343 -2.140
H 1.6850 -2.8955 2.9643 0.757
H 1.0218 -3.3410 1.4853 0.400
H 2.3030 -2.4705 1.5232 0.317
C -1.1428 -2.1207 0.4556 0.684
O -0.6490 -3.2574 -0.1090 -0.872
S -3.9755 0.2897 -0.7694 -0.091
C -3.8439 1.9823 -0.5672 -1.688
H -4.1834 2.5756 -1.4138 0.500
H -4.4234 2.0749 0.0447 1.165
C -2.5218 2.5441 -0.3828 0.721
O -2.4034 3.6710 0.2945 -0.716
C -1.3140 1.8361 -0.9708 0.108
C 0.0653 2.2575 -0.4970 0.794
N 0.7618 1.3895 -1.2709 0.714
C 0.0530 0.5271 -2.2108 1.106
C -1.1942 1.0034 -2.1967 -0.880
H -2.1037 0.6874 -2.6543 0.640
C 0.6113 -0.2668 -3.2530 -1.976
H -0.1888 -0.6786 -3.8168 0.432
H 0.9927 -1.3657 -2.4918 0.258
H 1.3675 -0.0415 -3.9667 0.376
C 2.1955 1.2954 -0.9607 0.145
C 2.9815 2.4419 -1.5521 -2.577
H 2.8729 3.2227 -0.7112 0.343
H 3.9187 2.4366 -1.5682 0.650
H 2.7020 2.8819 -2.3121 0.752
H 2.6127 0.4595 -1.8885 0.100
C 2.7053 0.7894 0.1560 0.472
O 3.5832 -0.5860 0.1332 -0.136
C 4.6388 -0.2910 -0.3254 -0.831
H 4.7674 0.0959 -1.3425 0.264
H 5.1337 0.5648 0.3020 0.301
H 5.3033 -1.4008 -0.1727 0.163
H 3.3324 1.4220 0.8591 0.530
H 1.7737 0.2808 0.7472 -0.935
C 0.4652 3.0067 0.4662 -1.952
H -0.4987 3.0852 1.1168 0.434
H 0.6125 4.1625 0.0935 0.100
H 1.2002 2.7949 1.0593 0.775
H -2.3230 -3.2055 -1.3249 0.696
H -3.0696 -1.7900 -2.2897 0.340
H -4.7267 -3.4607 -1.5984 0.805
H -5.6974 -3.5220 0.6769 0.301
H -4.4174 -2.3794 1.3965 0.175
```

Properties
LUMO level   -0.1170 eV
ΔE to the lowest compared entry with this formula, charge and spin   24.822 eV
Orbital gap   0.2509 Eh